Entry 1:
ORCA calculation (ωB97M-V/def2-TZVPD) on C35H28BrF5N7O8RuS as an isolated structure.

Geometry (Å):
Ru: 0.5738 -0.3967 1.1822
N: 0.3685 -0.2973 3.7628
N: -0.5541 0.6555 4.2037
C: -1.5035 1.0863 3.3575
N: -2.5583 1.7595 3.8236
N: -1.2840 0.8714 2.0699
N: -2.1213 1.1307 1.0810
O: -1.7739 0.7091 -0.0027
O: -3.1574 1.7582 1.2692
H: -0.0804 -1.2318 3.8168
H: 1.2433 -0.2112 4.2691
H: -0.7804 0.6596 5.1979
H: -2.7968 1.7665 4.8006
H: -3.2443 2.0449 3.1269
F: 7.4498 -2.4981 1.5266
C: 6.1132 -2.5637 1.5451
C: 5.3464 -1.4020 1.5697
F: 5.9498 -0.2070 1.5800
C: 3.9647 -1.4875 1.5834
F: 3.2295 -0.3462 1.5532
C: 3.2818 -2.7132 1.6163
S: 1.5650 -2.8100 1.7247
C: 4.0867 -3.8670 1.5817
F: 3.5047 -5.0691 1.5885
C: 5.4693 -3.8010 1.5329
F: 6.1945 -4.9232 1.4757
Br: 0.6169 -1.7641 -5.5958
C: 0.6386 -1.5491 -3.7147
C: 1.8473 -1.4148 -3.0500
C: 1.8051 -1.2916 -1.6722
N: 0.6725 -1.3072 -0.9843
C: -0.4789 -1.4296 -1.6258
C: -0.5506 -1.5563 -3.0029
H: 2.7872 -1.4074 -3.5798
H: 2.7209 -1.1884 -1.1043
H: -1.3696 -1.4318 -1.0119
H: -1.5026 -1.6682 -3.4973
O: -1.8077 -1.8235 3.5894
C: -1.9631 -2.2162 2.4239
O: -1.2753 -1.8800 1.4265
C: -3.0894 -3.1753 2.1226
C: -4.0724 -3.3895 3.0768
C: -5.1303 -4.2589 2.8392
C: -5.1551 -4.8983 1.6217
O: -6.0671 -5.7982 1.1402
C: -5.6195 -6.1491 -0.1535
O: -4.4353 -5.4425 -0.4492
C: -4.1636 -4.6811 0.6598
C: -3.1205 -3.8207 0.8804
H: -3.9957 -2.8660 4.0182
H: -5.8992 -4.4328 3.5719
H: -6.3965 -5.8950 -0.8930
H: -5.4250 -7.2334 -0.1953
H: -2.3460 -3.6479 0.1507
C: -0.7384 1.6813 -5.5372
C: 0.2013 2.0609 -4.4353
C: 1.5218 1.6295 -4.4629
C: 2.4019 1.9721 -3.4490
C: 1.9798 2.7736 -2.4126
C: 0.6599 3.2347 -2.3754
N: 0.2582 4.1291 -1.4018
C: 0.9714 4.5594 -0.2951
C: 1.0730 5.9455 -0.1076
C: 1.7575 6.4784 0.9634
C: 2.3434 5.6342 1.8946
C: 2.2082 4.2694 1.7491
C: 1.5229 3.7060 0.6738
C: 1.3009 2.2228 0.7570
O: 1.0042 1.5232 -0.2361
O: 1.4044 1.7193 1.9039
C: -0.2442 2.8635 -3.3858
C: -1.6778 3.3029 -3.3814
H: -0.2419 1.0717 -6.2858
H: -1.1351 2.5680 -6.0294
H: -1.5820 1.1208 -5.1359
H: 1.8630 1.0332 -5.2951
H: 3.4328 1.6479 -3.4912
H: 2.6710 3.0884 -1.6461
H: -0.4631 4.7726 -1.6967
H: 0.6148 6.6044 -0.8320
H: 1.8399 7.5486 1.0696
H: 2.8747 6.0419 2.7389
H: 2.6331 3.5985 2.4768
H: -1.9338 3.9125 -2.5213
H: -2.3235 2.4269 -3.3502
H: -1.9105 3.8604 -4.2898

Output
energy relative to the best compared isomer or geometry (same formula, charge and spin)	426.05	kJ/mol
multiplicity	2
Kohn-Sham gap (spin up / spin down)	5.5 / 6.5	eV
E_HOMO (spin up / spin down)	-7.348 / -7.344	eV
molecular weight	982.68	g mol⁻¹
total charge	0

Entry 2:
ORCA calculation (ωB97M-V/def2-TZVPD) on an isolated ion of composition C35H28F2NO2S and charge +1.

Geometry (Å):
C: 3.7410 5.5240 -2.6948
C: 2.5738 4.5830 -2.3810
C: 1.8472 4.0474 -3.4485
C: 0.8277 3.1417 -3.2514
C: 0.5689 2.7399 -1.9461
S: -0.8264 1.5685 -1.7200
O: -1.4384 1.7714 -0.4331
O: -1.5838 1.4300 -2.9187
N: -0.0110 -0.1511 -1.4497
C: -0.5148 -0.9072 -0.5264
C: -1.2321 -1.2757 0.5380
C: -1.9813 -2.5397 0.3815
C: -3.2146 -2.4809 -0.2815
C: -4.0239 -3.6110 -0.3841
C: -3.5769 -4.8578 0.0803
C: -2.2900 -4.9473 0.6251
C: -1.4680 -3.8151 0.7292
C: -1.1525 -0.6692 2.0522
C: -2.4457 0.0570 2.1348
C: -3.5492 -0.7604 2.3743
C: -4.7559 -0.2098 2.7550
C: -4.8671 1.1834 2.7928
F: -6.0718 1.7158 3.2230
C: -3.8227 2.0267 2.3611
C: -2.6081 1.4430 1.9253
C: 0.1406 0.0320 2.2941
C: 1.2956 -0.7363 2.1400
C: 2.5254 -0.1784 2.4344
C: 2.5898 1.1908 2.7876
F: 3.8260 1.8062 2.7744
C: 1.4536 1.9821 3.0158
C: 0.1967 1.3676 2.7586
C: 1.0829 -0.4610 -2.4281
C: 1.9550 -1.5551 -1.8968
C: 1.9214 -2.7304 -2.6501
C: 2.5925 -3.8800 -2.2110
C: 3.3301 -3.8185 -1.0257
C: 3.3948 -2.6436 -0.2669
C: 2.7221 -1.4890 -0.7207
C: 1.2347 3.2597 -0.8368
C: 2.2571 4.1627 -1.0752
H: 4.2086 5.8704 -1.7702
H: 4.4674 4.9796 -3.3125
H: 3.3862 6.3782 -3.2736
H: 2.1227 4.3510 -4.4708
H: 0.2570 2.7589 -4.0747
H: -3.4665 -1.5591 -0.8364
H: -5.0288 -3.4903 -0.7812
H: -4.2376 -5.7193 0.0532
H: -1.9521 -5.9100 1.0125
H: -0.3913 -3.9594 0.9404
H: -1.1535 -1.6144 2.6777
H: -3.3723 -1.8523 2.5272
H: -5.5995 -0.8699 3.0708
H: -3.9474 3.0905 2.3896
H: -1.8276 2.1548 1.7257
H: 1.1874 -1.8431 2.0213
H: 3.4489 -0.8055 2.4005
H: 1.5393 2.9930 3.4215
H: -0.6499 1.8607 3.2110
H: 0.6655 -0.7912 -3.3968
H: 1.5934 0.4836 -2.5865
H: 1.2548 -2.7051 -3.5326
H: 2.5083 -4.7909 -2.8354
H: 3.8449 -4.7081 -0.6813
H: 3.9718 -2.5995 0.6711
H: 2.6984 -0.5658 -0.1255
H: 0.9687 2.9738 0.1670
H: 2.8605 4.5739 -0.2426

Output
energy relative to the best compared isomer or geometry (same formula, charge and spin)	0.00	kJ/mol
multiplicity	1
Kohn-Sham gap	7.3	eV
E_HOMO	-11.422	eV
molecular weight	564.68	g mol⁻¹
total charge	+1
SMILES	Cc1ccc(S(=O)(=O)[N+](=C=C(c2ccccc2)C(c2ccc(F)cc2)c2ccc(F)cc2)Cc2ccccc2)cc1

Entry 3:
ORCA calculation (ωB97M-V/def2-TZVPD) on C35H28FeN5O5 as an isolated structure.

Geometry (Å):
Fe: -1.4885 1.7904 -0.1587
O: -0.4625 1.9842 -1.7470
C: 0.1879 3.0247 -2.1603
C: 0.8608 2.9465 -3.4041
C: 1.5888 4.0026 -3.8881
C: 1.7010 5.2060 -3.1722
C: 1.0656 5.3065 -1.9635
C: 0.3102 4.2407 -1.4337
C: -0.3172 4.4399 -0.1590
N: -1.0390 3.5845 0.4608
C: -1.6780 3.9371 1.7317
C: -2.0099 2.6353 2.4642
N: -2.5764 1.7743 1.4349
C: -3.8179 1.4376 1.4484
C: -4.5413 1.1071 0.2646
C: -5.7765 0.4391 0.3450
C: -6.5535 0.2598 -0.7677
C: -6.1199 0.7990 -1.9912
C: -4.9385 1.4877 -2.0924
C: -4.0961 1.6466 -0.9706
O: -2.9946 2.3389 -1.0976
H: 0.7757 2.0178 -3.9529
H: 2.0880 3.9038 -4.8445
H: 2.2757 6.0315 -3.5676
H: 1.1346 6.2233 -1.3877
H: -0.1564 5.4138 0.3097
H: -2.6128 4.4604 1.5122
H: -1.0386 4.5906 2.3294
H: -2.7136 2.8114 3.2807
H: -1.1000 2.1917 2.8685
H: -4.3668 1.5057 2.3898
H: -6.0933 0.0498 1.3058
H: -7.4889 -0.2787 -0.7089
H: -6.7332 0.6696 -2.8747
H: -4.6032 1.9054 -3.0320
O: 0.2208 -0.9198 -2.2270
C: 0.0756 -2.0450 -1.5144
C: 0.9913 -3.0742 -1.7673
C: 0.9161 -4.2677 -1.0798
C: -0.0684 -4.4664 -0.1100
C: -0.9697 -3.4474 0.1445
C: -0.9218 -2.2344 -0.5412
C: -1.8701 -1.1447 -0.1162
O: -2.6138 -1.3125 0.8398
O: -1.7603 -0.0379 -0.7942
H: -0.4802 -0.2860 -1.9472
H: 1.7504 -2.9038 -2.5195
H: 1.6311 -5.0523 -1.2977
H: -0.1412 -5.4088 0.4177
H: -1.7455 -3.5590 0.8914
N: 2.7439 -3.1849 1.6189
C: 3.8985 -3.9386 1.6493
C: 4.1212 -5.3116 1.6862
C: 5.4381 -5.7235 1.7293
C: 6.4977 -4.8006 1.7413
C: 6.2687 -3.4409 1.7030
C: 4.9449 -3.0053 1.6469
N: 4.4363 -1.7163 1.5760
C: 3.1445 -1.8764 1.5455
C: 2.1521 -0.8045 1.4162
C: 2.4029 0.2981 0.6095
C: 1.3743 1.1809 0.3524
N: 0.1461 1.0286 0.8654
C: -0.0546 0.0353 1.7385
C: 0.9123 -0.9008 2.0349
H: 1.8240 -3.5132 1.3539
H: 3.3055 -6.0226 1.6836
H: 5.6614 -6.7819 1.7583
H: 7.5137 -5.1706 1.7806
H: 7.0804 -2.7259 1.7102
H: 3.3668 0.4214 0.1374
H: 1.5125 2.0050 -0.3312
H: -1.0536 -0.0578 2.1411
H: 0.6764 -1.7181 2.7024

Output
multiplicity	2
Kohn-Sham gap (spin up / spin down)	7.6 / 7.2	eV
E_HOMO (spin up / spin down)	-7.961 / -7.907	eV
molecular weight	654.48	g mol⁻¹
total charge	0

- The lowest molecular weight belongs to which entry?
  C35H28F2NO2S

- Number 1 is which compound?
  C35H28BrF5N7O8RuS